## 1
Computed, not measured: C3H5N3S2 in the gas phase, with the ωB97M-V functional and the def2-TZVPD basis.

Cartesian coordinates (Å):
S1 0.83 1.52 0.05
S2 2.96 -0.62 0.05
N1 -3.77 -0.43 0.31
N2 -1.08 -1.03 -0.04
N3 -1.49 0.26 -0.27
C1 -2.75 0.49 -0.13
C2 0.18 -1.23 -0.16
C3 1.31 -0.18 0.01
H1 0.47 -2.31 -0.30
H2 2.10 1.80 0.29
H3 -3.07 1.51 -0.37
H4 -3.62 -1.43 0.66
H5 -4.69 -0.05 -0.16

As for the multiplicity: 1. For the gap between HOMO and LUMO, the calculation gives 7.610 eV. The calculation puts the lowest unoccupied orbital energy at -0.0387 Ha. The value obtained for the highest occupied orbital energy is -0.31838 hartree. As for the SMILES: N/C=N\N=C/C(=S)S.

Results of the natural (NBO) charge analysis, in e, for atoms 1 through 5: S 0.179; S -0.030; N -0.866; N -0.265; N -0.403

## 2
Computed, not measured: C3H5N3S2 in the gas phase, with the ωB97M-V functional and the def2-TZVPD basis.

Cartesian coordinates (Å):
S1 0.33 0.11 -1.23
S2 -1.14 -0.74 -3.68
N1 0.57 0.40 3.82
N2 1.63 1.24 3.75
N3 -0.26 -0.15 0.39
C1 -0.94 -0.61 -2.08
C2 0.01 -0.09 2.78
C3 0.47 0.16 1.39
H1 1.65 1.75 4.63
H2 -1.64 -0.98 -1.32
H3 -0.91 -0.64 2.74
H4 1.47 0.74 1.20
H5 1.52 1.94 2.99

As for the multiplicity: 1. For the gap between HOMO and LUMO, the calculation gives 8.356 eV. The calculation puts the lowest unoccupied orbital energy at -0.0183 Ha. The value obtained for the highest occupied orbital energy is -0.32544 hartree. As for the SMILES: N/N=C\C=N\SC=S.

Results of the natural (NBO) charge analysis, in e, for atoms 1 through 5: S 0.539; S 0.037; N -0.180; N -0.613; N -0.551

## 3
Computed, not measured: C3H5N3S2 in the gas phase, with the ωB97M-V functional and the def2-TZVPD basis.

Cartesian coordinates (Å):
S1 -2.60 0.66 -0.96
S2 1.84 -0.46 -1.20
N1 1.33 2.05 0.11
N2 -0.31 -2.18 0.32
N3 0.39 -0.01 -0.48
C1 -0.55 -1.00 -0.01
C2 -1.97 -0.59 -0.20
C3 0.38 1.20 0.23
H1 -2.65 -1.29 0.39
H2 2.69 -0.20 -0.20
H3 1.24 2.84 0.71
H4 -0.45 1.34 0.96
H5 0.66 -2.36 0.34

As for the multiplicity: 1. For the gap between HOMO and LUMO, the calculation gives 7.859 eV. The calculation puts the lowest unoccupied orbital energy at -0.0448 Ha. The value obtained for the highest occupied orbital energy is -0.33366 hartree. As for the SMILES: [H]/N=C(/C=S)N(S)/C=N/[H].

Results of the natural (NBO) charge analysis, in e, for atoms 1 through 5: S 0.157; S 0.227; N -0.684; N -0.563; N -0.624

Consider the structures shown above. The most stable of them is 3.